*one*
Formula: C26H24CsF6N6O6S4
Source: the OMol25 dataset
Level of theory: ωB97M-V/def2-TZVPD

For the frontier orbital gap, the calculation gives 6.10 eV. Its HOMO energy is -4.30 eV. The total charge is -1. The molecular weight comes out at 891.7 g/mol.

CARTESIAN COORDINATES (ANGSTROEM)
Cs  -0.05733  -2.27654  2.07439
S  2.06583  -4.11754  4.18134
C  2.82447  -2.63253  3.85933
N  2.92566  -2.02649  2.70304
C  3.50920  -0.78425  2.81175
C  3.69151  0.09437  1.74368
C  4.25418  1.33937  1.96949
C  4.64466  1.71837  3.25538
C  4.47605  0.85184  4.32619
C  3.90847  -0.39558  4.10205
S  3.51676  -1.67270  5.20666
H  3.38079  -0.20607  0.75000
H  4.39164  2.01821  1.13786
H  5.08367  2.69495  3.41992
H  4.77429  1.14913  5.32410
F  -1.61988  -6.83302  1.99902
C  -2.73079  -6.54774  1.32385
F  -3.74333  -7.25401  1.82642
F  -2.56039  -6.88646  0.04585
S  -3.06570  -4.74853  1.48434
O  -1.95864  -4.07553  0.85211
O  -3.27970  -4.53410  2.87223
N  -4.38746  -4.61781  0.62001
S  -4.53360  -3.46100  -0.42245
O  -4.77492  -2.15448  0.13015
O  -3.59658  -3.45477  -1.53704
C  -6.12660  -4.01443  -1.16624
F  -6.45627  -3.13172  -2.12002
F  -7.09589  -4.04759  -0.26065
F  -6.00738  -5.21739  -1.72289
N  -2.49756  -0.80174  -2.06534
C  -1.59767  -1.33791  -3.14042
C  -0.71092  -2.46387  -2.58893
N  -0.31306  -2.34485  -1.18727
H  -3.14155  -0.10896  -2.43364
H  -1.88353  -0.31647  -1.39592
H  -3.02603  -1.57168  -1.63177
H  -1.01427  -0.47736  -3.44826
H  -2.21322  -1.70328  -3.96015
H  0.15417  -2.52056  -3.25205
H  -1.23563  -3.41593  -2.66650
H  -1.05367  -2.77718  -0.64185
H  -0.18525  -1.37970  -0.88680
O  0.32246  0.58612  2.66552
C  0.22779  1.07143  1.55493
N  0.70465  2.32922  1.22170
C  0.57460  2.55423  -0.20767
C  -0.23048  1.28141  -0.58991
O  -0.68146  1.08460  -1.72750
N  -0.37269  0.46317  0.44286
C  1.94920  2.58883  -0.85930
C  2.69360  3.76360  -0.80524
C  3.98948  3.80453  -1.29798
C  4.55604  2.66829  -1.85731
C  3.81775  1.49546  -1.92379
C  2.52029  1.45715  -1.43244
C  -0.26108  3.77137  -0.55544
C  -0.38615  4.14686  -1.89188
C  -1.16879  5.23326  -2.24584
C  -1.83597  5.96142  -1.26739
C  -1.71371  5.59105  0.06197
C  -0.92995  4.49954  0.41781
H  1.54121  2.61937  1.70673
H  2.24951  4.65541  -0.37698
H  4.55733  4.72474  -1.24205
H  5.56931  2.69559  -2.23733
H  4.25320  0.60257  -2.35367
H  1.95676  0.53425  -1.49221
H  0.13074  3.57658  -2.65317
H  -1.25775  5.51410  -3.28795
H  -2.44534  6.81299  -1.54308
H  -2.22913  6.15216  0.83147
H  -0.83595  4.20420  1.45415


*two*
Formula: C26H24CsF6N6O6S4
Source: the OMol25 dataset
Level of theory: ωB97M-V/def2-TZVPD

For the frontier orbital gap, the calculation gives 7.10 eV. Its HOMO energy is -5.08 eV. The total charge is -1. The molecular weight comes out at 891.7 g/mol.

CARTESIAN COORDINATES (ANGSTROEM)
Cs  -1.30433  1.29495  0.17466
S  1.76183  1.05021  2.03727
C  1.48316  2.72297  2.00952
N  0.98169  3.45053  1.03926
C  0.93905  4.79661  1.36431
C  0.45962  5.80171  0.52775
C  0.48537  7.11718  0.96158
C  0.97980  7.44509  2.22342
C  1.45408  6.45335  3.07045
C  1.43042  5.13679  2.63491
S  1.94582  3.69035  3.43988
H  0.06782  5.54684  -0.44964
H  0.11249  7.89896  0.31200
H  0.99223  8.47732  2.54921
H  1.83577  6.70154  4.05287
F  -4.35033  -0.20986  2.50291
C  -5.51467  0.22145  2.01009
F  -6.23773  0.71392  3.02083
F  -6.16656  -0.82408  1.50148
S  -5.24650  1.55505  0.72248
O  -3.94566  2.09733  1.06361
O  -6.37990  2.41696  0.85292
N  -5.33595  0.78154  -0.63205
S  -4.09857  0.07147  -1.28648
O  -3.27591  0.96503  -2.05806
O  -3.43369  -0.86676  -0.40737
C  -4.96086  -0.98187  -2.56114
F  -5.09064  -0.30937  -3.70018
F  -4.21911  -2.06616  -2.78385
F  -6.16744  -1.37471  -2.15865
N  3.93140  0.65961  -0.92827
C  3.52282  2.07530  -0.96676
C  2.56466  2.36361  -2.11560
N  2.13522  3.75913  -2.14818
H  4.66845  0.53051  -0.24279
H  4.31019  0.38151  -1.82853
H  2.89446  -0.46211  -0.45764
H  4.39736  2.73257  -1.06126
H  3.02783  2.30379  -0.02553
H  1.67375  1.73732  -2.04385
H  3.04220  2.11121  -3.06963
H  2.94212  4.37473  -2.14090
H  1.63192  3.94934  -1.28646
O  -0.89809  -1.05082  -3.27373
C  -0.17800  -1.46419  -2.40439
N  -0.23029  -2.77113  -1.91523
C  0.62564  -2.89439  -0.74908
C  1.35881  -1.55335  -0.89190
O  2.41199  -1.34353  -0.17832
N  0.85697  -0.74806  -1.76924
C  1.63476  -4.04061  -0.85573
C  1.84007  -4.69665  -2.06014
C  2.78899  -5.70899  -2.15395
C  3.53914  -6.06649  -1.04549
C  3.33678  -5.40663  0.16140
C  2.38926  -4.40189  0.25613
C  -0.19669  -2.98280  0.52524
C  -0.17375  -1.99480  1.49858
C  -1.02103  -2.07213  2.59851
C  -1.89200  -3.13933  2.73410
C  -1.89833  -4.14686  1.77562
C  -1.05207  -4.07264  0.68393
H  -1.14698  -3.19303  -1.91053
H  1.25655  -4.40922  -2.92444
H  2.93944  -6.21678  -3.09853
H  4.27729  -6.85526  -1.11945
H  3.92001  -5.67565  1.03314
H  2.23594  -3.88863  1.19698
H  0.51546  -1.16216  1.41983
H  -0.99408  -1.28858  3.34585
H  -2.56457  -3.18977  3.58042
H  -2.56916  -4.99050  1.87817
H  -1.05578  -4.86596  -0.05632


Relative to the most stable one, in eV, the structures come out at *one* 0.000; *two* 0.113.


*one*
Formula: C12H38N10O6
Source: the OMol25 dataset
Level of theory: ωB97M-V/def2-TZVPD

For the frontier orbital gap, the calculation gives 6.64 eV. Its HOMO energy is -6.96 eV. The total charge is 0. The molecular weight comes out at 418.5 g/mol.

CARTESIAN COORDINATES (ANGSTROEM)
C  -10.76205  18.18326  13.79292
C  -11.65006  16.89273  13.91113
C  -11.55167  16.16086  15.34784
O  -11.22286  14.72080  15.14539
C  -9.79154  14.54009  14.84814
N  -12.96419  17.14679  13.34138
H  -9.71847  17.99617  14.04600
H  -11.13198  18.81263  14.60231
H  -10.59583  18.53819  12.77581
H  -11.25176  16.14266  13.22785
H  -12.55344  16.02731  15.75615
H  -10.75589  16.61981  15.93450
H  -9.08399  15.08545  15.47269
H  -9.45577  14.69840  13.82330
H  -9.54598  13.47871  14.88371
H  -13.28170  16.30969  12.87389
H  -13.63490  17.44644  14.03454
C  -14.50208  12.28352  14.07723
C  -13.04431  11.74315  13.88774
C  -11.95708  12.39055  14.84851
O  -12.23936  12.00306  16.18056
C  -11.10265  12.11074  17.03487
N  -13.10622  10.31385  13.88595
H  -15.01236  12.12153  15.02670
H  -15.24381  11.83852  13.41397
H  -14.50724  13.37252  14.03089
H  -12.61987  12.04748  12.93101
H  -12.00869  13.47631  14.76750
H  -10.95935  11.98542  14.67961
H  -11.47261  12.24909  18.05080
H  -10.49309  12.97906  16.78477
H  -10.41822  11.26843  16.93402
H  -12.89705  10.22724  14.87025
H  -12.36267  9.79589  13.43991
C  -14.98729  16.20581  14.53842
O  -15.15828  15.24974  13.85522
N  -15.37396  17.39316  14.17832
N  -14.14733  16.29566  15.61525
H  -15.72280  17.61254  13.25622
H  -15.25053  18.05526  14.93097
H  -14.01619  15.43847  16.13306
H  -13.83858  17.24137  15.78972
C  -9.82840  12.66784  11.77798
O  -10.32996  12.76651  10.67112
N  -10.42238  12.42830  12.90820
N  -8.58727  12.61795  11.96164
H  -9.86570  12.38194  13.74965
H  -11.43017  12.37691  12.95108
H  -8.23593  12.82214  12.88629
H  -7.97665  12.81822  11.18245
C  -14.52074  11.50982  10.72573
O  -14.71436  10.58006  10.07346
N  -13.34346  11.77362  11.14210
N  -15.41188  12.27953  11.30817
H  -12.61209  11.13930  10.85429
H  -13.11373  12.54548  11.75167
H  -16.38461  12.01064  11.34830
H  -15.14966  12.82496  12.11678
C  -12.75522  14.02378  12.56579
O  -13.60577  13.55024  11.85503
N  -11.50021  14.28134  12.17729
N  -12.98137  14.48731  13.74652
H  -11.00072  14.66526  12.96672
H  -11.17971  14.06832  11.24348
H  -12.27674  14.75959  14.41694
H  -13.95628  14.54191  14.00476


*two*
Formula: C12H38N10O6
Source: the OMol25 dataset
Level of theory: ωB97M-V/def2-TZVPD

For the frontier orbital gap, the calculation gives 8.61 eV. The SMILES is COC[C@H](C)N.COC[C@H](C)N.NC(N)=O.NC(N)=O.NC(N)=O.NC(N)=O. Its HOMO energy is -8.74 eV. The total charge is 0. The molecular weight comes out at 418.5 g/mol.

CARTESIAN COORDINATES (ANGSTROEM)
C  5.57199  2.69920  -0.75424
O  4.23731  2.15457  -0.52165
C  4.25490  0.81665  -0.01990
C  3.24004  0.54375  1.10890
C  1.80036  0.98591  0.77290
N  3.65113  1.26106  2.32877
H  6.11209  2.39216  -1.64985
H  6.17938  2.34420  0.07833
H  5.59854  3.78599  -0.83357
H  4.01538  0.16360  -0.85911
H  5.26827  0.45758  0.15963
H  3.24989  -0.54242  1.19964
H  1.71490  2.05612  0.58460
H  1.14262  0.72824  1.60301
H  1.54351  0.40716  -0.11433
H  3.44144  2.23796  2.18111
H  4.64488  1.22903  2.15120
C  1.27939  -1.36646  -2.97533
O  0.81710  0.01858  -2.86619
C  -0.59691  0.18345  -2.87884
C  -1.16081  1.58168  -3.30389
C  -0.60170  2.72644  -2.46003
N  -2.54803  1.55585  -3.33516
H  1.13506  -1.85417  -2.01128
H  2.35405  -1.38802  -3.15623
H  0.82625  -1.94568  -3.77986
H  -0.99191  -0.53101  -3.60108
H  -0.86951  -0.09324  -1.86040
H  -0.82685  1.71192  -4.33327
H  0.45216  2.69520  -2.73663
H  -0.72644  2.57510  -1.38782
H  -1.05389  3.69687  -2.66470
H  -2.95410  1.41733  -2.42082
H  -2.95313  0.71664  -3.72466
N  -3.25302  -5.01727  -0.83132
C  -2.30025  -4.41725  -0.12349
N  -1.33723  -5.29028  -0.00649
O  -2.38510  -3.23198  0.26575
H  -4.07849  -4.55855  -1.18946
H  -3.26042  -6.02349  -0.91827
H  -1.57968  -6.12567  -0.51975
H  -0.53912  -5.12643  0.59039
N  -2.72311  -0.62465  2.14102
C  -1.94469  0.17660  1.50755
N  -1.08341  -0.42506  0.71417
O  -1.89205  1.36265  1.69432
H  -2.80941  -1.48688  1.62215
H  -3.60086  -0.18705  2.38218
H  -1.33397  -1.32974  0.34152
H  -0.35798  0.22989  0.45942
N  1.70862  -3.30541  3.89067
C  1.35420  -2.16277  3.45405
N  0.07933  -2.17904  3.07723
O  2.10258  -1.24379  3.56429
H  0.99668  -4.02171  3.90321
H  2.51476  -3.41466  4.48926
H  -0.41622  -1.31473  2.91139
H  -0.43633  -2.95544  3.46632
N  -2.96439  4.01355  0.40590
C  -4.12695  3.55771  0.27727
N  -4.39030  2.68609  1.15262
O  -4.90535  3.92063  -0.55507
H  -2.53533  3.70923  1.26810
H  -2.87016  4.86757  -0.12501
H  -3.59365  2.27713  1.61974
H  -5.28610  2.21956  1.15110


Relative to the most stable one, in eV, the structures come out at *one* 15.045; *two* 0.000.


*one*
Formula: C3H5N2OP
Source: the OMol25 dataset
Level of theory: ωB97M-V/def2-TZVPD

For the frontier orbital gap (alpha / beta), the calculation gives 6.76 / 6.71 eV. Its HOMO energy (alpha / beta) is -7.59 / -7.59 eV. The total charge is 0. The molecular weight comes out at 116.1 g/mol.

CARTESIAN COORDINATES (ANGSTROEM)
C  1.05495  1.00565  1.11277
C  0.20509  1.21516  -1.11319
C  -0.32371  -0.81320  0.18138
N  0.43293  2.55655  -1.08959
N  0.30870  0.55579  0.12713
O  0.02235  0.57707  -2.12098
P  0.05676  3.77300  -0.02944
H  1.04896  0.32206  1.94733
H  0.17565  -1.36493  1.17201
H  -1.45210  -0.74086  0.32312
H  -0.18919  -1.31952  -0.80030
H  0.52359  2.85902  -2.16981


*two*
Formula: C3H5N2OP
Source: the OMol25 dataset
Level of theory: ωB97M-V/def2-TZVPD

For the frontier orbital gap, the calculation gives 10.29 eV. The SMILES is Cc1nnc(P)o1. Its HOMO energy is -9.51 eV. The total charge is 0. The molecular weight comes out at 116.1 g/mol.

CARTESIAN COORDINATES (ANGSTROEM)
C  -2.24652  -0.19632  0.17501
C  -0.77199  -0.35882  0.05930
N  -0.22126  -1.55286  -0.04094
N  1.10029  -1.40093  -0.08700
C  1.51208  -0.23305  -0.04491
P  3.02812  0.68636  0.05820
O  0.01745  0.65840  0.08377
H  -2.58344  -0.68117  1.08861
H  -2.50516  0.85954  0.20108
H  -2.73754  -0.68795  -0.66099
H  2.37500  1.84267  0.45705
H  3.03296  1.06414  -1.28919


*three*
Formula: C3H5N2OP
Source: the OMol25 dataset
Level of theory: ωB97M-V/def2-TZVPD

For the frontier orbital gap, the calculation gives 8.68 eV. The SMILES is Cn1cp[nH]c1=O. Its HOMO energy is -7.95 eV. The total charge is 0. The molecular weight comes out at 116.1 g/mol.

CARTESIAN COORDINATES (ANGSTROEM)
C  1.43161  0.65568  -0.70114
N  0.15696  0.07711  -0.25372
C  -0.64738  -0.82764  -0.93625
P  -1.89175  -1.60883  -0.01507
N  -1.38767  -0.59324  1.28161
C  -0.34192  0.23632  1.05106
O  0.04223  1.08019  1.86521
H  1.50617  0.40670  -1.75639
H  1.38401  1.64885  -0.50942
H  2.16902  0.15867  -0.12247
H  -0.37407  -0.90151  -1.93462
H  -2.04721  -0.33227  2.03118


Relative to the most stable one, in eV, the structures come out at *one* 4.684; *two* 2.253; *three* 0.000.